ORCA calculation (wB97M-V/def2-TZVPD) on C16H16Cl5FNOScSi as an isolated structure.

The value obtained for the gap between HOMO and LUMO is 8.163 eV. The LUMO energy comes out at 0.16 eV. As for the total energy: -4200.47615 Eh. For the HOMO energy, the calculation gives -8.01 eV. The energy above the lowest of the compared OMol25 structures with the same formula, charge and spin comes out at 4.6 kcal per mole.

Geometry as XYZ:
```
42
Properties=species:S:1:pos:R:3:forces:R:3
Sc -0.825248 -0.445657 -0.233548 0.14 -0.16 -0.08
C 3.244380 -1.372601 -1.485119 0.07 -0.06 -0.09
Si 2.118105 0.107786 -1.343787 0.13 0.03 0.20
C 0.772052 -0.017533 -2.654062 -0.29 -0.09 -0.03
C 3.071017 1.690394 -1.595009 0.04 0.06 -0.08
N 1.185907 0.102218 0.099910 -0.28 -0.03 0.02
C 1.579864 0.106912 1.411038 0.11 0.05 0.00
C 2.886127 0.192257 1.918634 0.04 0.01 0.04
C 3.133257 0.171659 3.284724 0.01 0.00 -0.05
C 2.106409 0.064986 4.213252 -0.05 0.00 0.01
C 0.792707 -0.017743 3.758779 0.14 0.04 -0.04
C 0.608585 0.014119 2.406644 -0.24 -0.02 0.01
F -0.721320 -0.067919 1.917899 0.09 -0.06 0.05
H 3.743798 -1.390119 -2.457501 0.01 -0.01 0.01
H 2.671635 -2.297307 -1.383594 -0.01 0.01 0.00
H 4.020490 -1.379565 -0.717340 -0.01 0.03 0.01
H 1.176289 -0.055407 -3.667133 0.05 0.04 0.03
H 0.092754 0.843818 -2.631865 0.01 0.01 -0.01
H 0.183384 -0.945139 -2.568973 0.02 0.00 0.01
H 3.572821 1.694267 -2.566077 0.00 0.01 0.01
H 3.835424 1.833860 -0.828752 -0.01 -0.02 0.01
H 2.399400 2.550946 -1.558405 0.01 0.00 0.00
H 3.715931 0.274685 1.227332 -0.02 0.00 -0.02
H 4.158127 0.239714 3.626322 -0.01 0.00 0.02
H 2.315817 0.046099 5.273042 0.00 0.00 0.00
H -0.057246 -0.102307 4.421269 0.01 0.00 0.02
Cl -4.400601 -1.782339 -0.571559 0.05 0.06 0.01
C -4.205688 -0.050794 -0.535665 -0.15 -0.03 -0.03
C -2.926829 0.478446 -0.490044 0.32 -0.16 0.03
C -2.846681 1.850651 -0.459687 0.05 0.31 -0.05
Cl -1.207830 2.526300 -0.412872 -0.13 -0.11 0.03
C -3.933505 2.716255 -0.469425 0.00 -0.12 -0.02
Cl -3.732019 4.421444 -0.422456 0.00 0.01 0.00
C -5.201719 2.141647 -0.521226 -0.05 0.05 0.01
Cl -6.591936 3.154840 -0.542970 0.02 -0.02 0.00
C -5.345162 0.750917 -0.555693 0.00 0.04 0.00
Cl -6.921097 0.062390 -0.620711 0.02 -0.01 0.00
C -0.893559 -3.675509 -0.457230 -0.01 0.14 0.02
O -0.852303 -2.280153 -0.365970 -0.08 0.09 -0.07
H 0.119138 -4.086076 -0.478078 0.00 -0.03 0.00
H -1.417639 -3.978570 -1.366586 0.00 -0.03 0.00
H -1.423046 -4.091887 0.402491 0.00 -0.03 -0.01
```
Positions in Å, forces in eV/Å.

---

ORCA calculation (wB97M-V/def2-TZVPD) on a single C17H23N3O3S molecule.

The value obtained for the gap between HOMO and LUMO is 8.539 eV. The LUMO energy comes out at 0.41 eV. As for the total energy: -1449.84469 Eh. For the HOMO energy, the calculation gives -8.13 eV. The energy above the lowest of the compared OMol25 structures with the same formula, charge and spin comes out at 6.0 kcal per mole. Its SMILES is CCOC(=O)c1ccc(NC(=S)NCCCN2CCCC2=O)cc1.

Geometry as XYZ:
```
47
Properties=species:S:1:pos:R:3:forces:R:3
C -7.527652 -0.303508 -0.824881 0.30 0.09 0.28
C -6.992541 -0.097213 0.585301 -0.46 -0.38 -0.07
O -5.676192 0.450998 0.569533 0.24 0.24 -0.02
C -4.662289 -0.414046 0.412109 -0.12 -0.30 0.00
O -4.813877 -1.608128 0.304841 -0.02 0.13 0.01
C -3.345377 0.258716 0.393711 0.29 0.10 0.02
C -2.195779 -0.529777 0.373901 -0.38 0.12 -0.08
C -0.944864 0.047930 0.338381 0.11 0.13 0.07
C -0.822226 1.438584 0.309208 -0.52 -0.30 -0.12
N 0.414378 2.073317 0.249877 -0.02 0.19 0.23
C 1.553949 1.711798 -0.397695 -0.06 0.09 -0.29
S 2.908547 2.633078 -0.145031 0.60 0.55 0.17
N 1.514636 0.697580 -1.275815 -0.48 -0.02 0.23
C 2.647676 0.298349 -2.069456 0.37 -0.23 -0.33
C 2.845573 -1.217390 -2.109304 -0.08 0.16 0.31
C 2.866582 -1.867704 -0.718720 -0.24 -0.04 -0.22
N 3.672290 -1.165324 0.239696 0.16 -0.25 -0.21
C 5.109481 -1.062281 0.141323 0.23 0.04 -0.13
C 5.527752 -0.583061 1.536214 -0.01 0.04 0.02
C 4.284209 0.138872 2.052015 0.09 0.06 0.14
C 3.144695 -0.513247 1.298512 0.14 0.16 0.28
O 1.960390 -0.470836 1.561282 -0.40 0.05 0.25
C -1.972528 2.229507 0.375210 0.20 -0.03 -0.03
C -3.220300 1.646962 0.415064 -0.05 -0.23 0.06
H -6.919826 -1.038609 -1.346673 -0.01 -0.06 -0.05
H -7.503508 0.632650 -1.377887 -0.05 0.07 -0.06
H -8.551610 -0.662824 -0.777364 -0.13 -0.04 -0.02
H -6.973556 -1.050336 1.124342 -0.04 0.21 -0.02
H -7.596221 0.629298 1.133612 0.10 -0.10 -0.03
H -2.307220 -1.603089 0.403042 0.00 -0.08 0.00
H -0.057867 -0.559588 0.420179 0.13 -0.06 0.00
H 0.493540 2.956605 0.736996 0.13 -0.20 -0.12
H 0.628717 0.247820 -1.454043 0.02 0.04 0.05
H 3.520335 0.789967 -1.632392 -0.15 -0.09 -0.15
H 2.531711 0.668335 -3.096874 0.09 0.03 0.14
H 3.787346 -1.413476 -2.624544 -0.02 -0.01 -0.12
H 2.045101 -1.683656 -2.687425 0.05 -0.11 -0.08
H 3.224158 -2.900207 -0.813322 -0.07 0.06 0.05
H 1.857194 -1.888746 -0.298933 0.12 -0.07 -0.05
H 5.394287 -0.333304 -0.627700 0.03 -0.07 -0.01
H 5.543064 -2.031416 -0.122412 0.01 0.06 -0.02
H 5.753825 -1.439488 2.172999 0.03 -0.01 -0.04
H 6.402930 0.061679 1.499972 0.04 -0.05 0.00
H 4.289814 1.196856 1.779529 -0.07 -0.06 0.02
H 4.142308 0.063400 3.127740 -0.08 -0.01 -0.01
H -1.874206 3.305401 0.389422 0.01 0.10 -0.05
H -4.106858 2.259531 0.456465 -0.05 0.06 0.00
```
Positions in Å, forces in eV/Å.

---

ORCA calculation (wB97M-V/def2-TZVPD) on a 8-piece molecular cluster, C55H65F2INO8PS2 overall.

The value obtained for the gap between HOMO and LUMO is 7.901 eV. The LUMO energy comes out at -0.81 eV. As for the total energy: -4426.35321 Eh. For the HOMO energy, the calculation gives -8.71 eV. Its SMILES is CCOC[C@@]1(S(=O)(=O)F)[C@](CCF)(C[C@H](C)I)OC(=O)[C@@]1(P(N)O)S(C)(=O)=O.c1ccccc1.c1ccccc1.c1ccccc1.c1ccccc1.c1ccccc1.c1ccccc1.c1ccccc1.

Geometry as XYZ:
```
135
Properties=species:S:1:pos:R:3:forces:R:3
C -3.267336 0.961863 -2.681507 0.47 -0.18 -0.09
C -1.943538 0.559526 -1.868849 -0.37 -0.52 -1.63
O -2.268729 0.020591 -0.561790 0.34 1.09 0.54
C -1.851363 0.901441 0.505531 0.12 0.93 -1.13
C -2.761122 0.782654 1.837727 2.84 -1.17 0.11
S -4.533845 1.074787 1.249010 -3.88 0.39 -6.06
O -5.042270 -0.010552 0.350665 1.75 1.77 3.65
O -4.636825 2.349399 0.425060 0.94 -2.65 4.00
F -5.610522 1.081824 2.564064 2.51 0.18 -1.84
C -2.534450 -0.646994 2.589856 -1.45 -0.39 0.48
C -1.063155 -1.292951 2.514656 1.14 0.05 -0.27
C -0.713767 -2.285328 3.725753 0.84 0.71 0.85
F 0.061487 -3.439887 3.301140 -1.55 1.87 0.48
C -3.602510 -1.818120 2.393947 -0.35 -0.85 -0.06
C -3.448372 -2.726369 1.089894 -1.55 0.10 -0.56
C -4.928414 -3.110896 0.517788 0.58 -0.79 -0.51
I -2.534921 -4.698511 1.542034 -0.07 0.79 -0.01
O -2.882089 -0.232048 3.976084 -0.30 1.30 1.54
C -3.048563 1.146435 4.279894 -0.25 0.25 0.17
O -3.543721 1.657731 5.287215 2.01 -2.35 -3.72
C -2.353146 1.833610 2.975332 -2.54 -1.05 -0.26
P -2.914167 3.691158 2.790803 -0.23 2.63 1.29
N -2.473126 4.273673 1.152394 -1.25 0.15 1.14
O -4.643171 3.803524 3.007579 1.82 -0.18 -2.16
S -0.608989 2.057535 3.546067 5.65 5.38 -0.61
C -0.069482 1.030925 4.981212 0.37 -0.47 1.67
O -0.482689 3.495098 4.051693 -1.41 -4.03 -0.55
O 0.459574 1.938679 2.483878 -3.10 -1.50 1.49
H -4.055481 0.124814 -2.607174 1.29 1.34 -0.06
H -3.716210 1.950428 -2.320012 0.62 -1.47 -0.41
H -2.947435 1.074970 -3.782889 -0.61 -0.12 1.63
H -1.415841 -0.288509 -2.449088 -0.82 1.26 0.95
H -1.213569 1.435504 -1.854155 -0.94 -1.07 0.36
H -0.747309 0.675512 0.687848 -1.56 0.41 0.59
H -1.913240 1.971023 0.110764 0.01 -1.22 0.89
H -0.222793 -0.498372 2.503848 -1.52 -1.05 -0.03
H -0.887576 -1.897221 1.544867 -0.70 1.05 1.41
H -1.613834 -2.583070 4.359887 1.21 -0.05 -1.18
H 0.002624 -1.716032 4.430767 -1.11 -1.06 -1.06
H -4.702820 -1.468540 2.431090 1.96 -0.13 -0.06
H -3.497057 -2.519438 3.306253 -0.07 1.30 -1.38
H -2.804149 -2.297997 0.257120 -0.89 -0.39 1.26
H -5.246933 -2.424983 -0.344067 0.40 -0.72 1.61
H -5.709954 -3.171220 1.356928 1.20 0.34 -1.25
H -4.858097 -4.167489 0.074579 -0.21 1.62 0.59
H -1.991939 5.172063 1.356763 -0.21 -0.88 -0.04
H -3.322112 4.556795 0.632637 0.58 -0.67 -0.02
H -4.913578 4.368343 2.235874 -0.19 -0.86 0.85
H 1.049092 0.798028 4.816615 -1.95 0.28 -0.26
H -0.682093 0.104205 5.204462 0.77 1.12 -0.62
H -0.093292 1.676701 5.938574 -0.32 -0.67 -1.84
C 2.347728 -0.911542 0.820095 -0.01 -0.09 -0.04
C 2.480259 -1.968077 1.716448 0.05 0.08 -0.10
C 3.216053 -3.094082 1.362240 0.02 0.03 -0.04
C 3.816467 -3.166067 0.108917 -0.07 0.10 0.04
C 3.676510 -2.113907 -0.790901 -0.02 0.01 0.03
C 2.943830 -0.985997 -0.435464 -0.02 -0.08 0.05
H 1.778990 -0.029872 1.099609 0.07 0.00 0.01
H 2.009881 -1.913044 2.692428 0.07 -0.05 -0.08
H 3.321730 -3.915896 2.062731 -0.04 0.06 -0.05
H 4.392732 -4.043054 -0.167123 -0.05 0.04 0.01
H 4.140074 -2.172786 -1.770393 -0.02 0.03 0.08
H 2.836858 -0.164721 -1.136305 0.02 -0.06 0.05
C -2.555175 -3.337777 -6.959517 -0.04 0.01 0.10
C -3.908895 -3.016608 -6.974122 0.04 0.01 0.06
C -4.562015 -2.698142 -5.787637 0.08 -0.01 0.01
C -3.861956 -2.705006 -4.585017 0.04 -0.02 -0.08
C -2.510358 -3.035073 -4.569110 -0.03 0.03 -0.05
C -1.856310 -3.349939 -5.756061 -0.09 0.03 -0.02
H -2.044743 -3.579575 -7.885573 -0.04 0.01 0.07
H -4.455383 -3.013732 -7.911469 0.05 0.01 0.08
H -5.616725 -2.444477 -5.799785 0.08 -0.02 0.00
H -4.370249 -2.454270 -3.660021 0.03 -0.03 -0.06
H -1.965648 -3.046213 -3.630355 -0.05 -0.01 -0.07
H -0.801930 -3.605089 -5.743862 -0.08 0.02 0.00
C 6.875478 -5.226658 1.465818 0.08 -0.06 0.00
C 7.716230 -4.724578 0.477530 -0.01 -0.06 0.01
C 8.946405 -5.328349 0.236990 -0.05 -0.05 0.06
C 9.338016 -6.432414 0.988241 -0.09 0.06 0.02
C 8.501100 -6.928806 1.982809 -0.02 0.05 -0.04
C 7.269300 -6.327348 2.220865 0.05 0.04 -0.08
H 5.913569 -4.759597 1.648567 0.09 -0.01 0.01
H 7.411874 -3.861837 -0.106587 0.01 -0.06 0.05
H 9.600416 -4.938697 -0.535986 -0.05 -0.03 0.06
H 10.295848 -6.904897 0.799270 -0.07 0.04 0.02
H 8.808818 -7.786035 2.572640 -0.03 0.07 -0.06
H 6.615836 -6.715883 2.994751 0.05 0.03 -0.06
C -4.983052 7.449432 4.846167 0.11 0.08 0.03
C -3.936387 6.532476 4.818281 -0.02 0.03 0.02
C -2.673751 6.902401 5.271089 0.01 0.08 0.01
C -2.456249 8.191714 5.748325 -0.11 -0.03 -0.05
C -3.500551 9.111465 5.767765 -0.01 -0.06 -0.01
C -4.764145 8.740442 5.318374 0.05 -0.06 -0.01
H -5.969078 7.158615 4.499074 0.06 0.03 0.00
H -4.105193 5.528148 4.444135 0.00 0.17 0.17
H -1.858993 6.185637 5.252066 -0.08 0.01 -0.03
H -1.472746 8.479766 6.103829 -0.07 -0.02 -0.03
H -3.329658 10.118490 6.134363 -0.02 -0.09 -0.02
H -5.578696 9.456945 5.335728 0.06 -0.05 0.00
C 4.547228 -2.927186 -5.886966 0.09 -0.03 0.03
C 4.399223 -3.287500 -4.551228 0.06 0.01 -0.02
C 5.490961 -3.766997 -3.834177 0.02 0.04 -0.09
C 6.730640 -3.890434 -4.454186 -0.08 0.03 -0.03
C 6.876499 -3.538785 -5.792427 -0.05 0.00 0.01
C 5.785732 -3.055726 -6.508664 -0.03 -0.01 0.10
H 3.697537 -2.547134 -6.443974 0.06 -0.04 0.04
H 3.431901 -3.193763 -4.068122 0.07 -0.01 -0.03
H 5.376087 -4.044824 -2.791471 0.01 -0.01 -0.08
H 7.582502 -4.261853 -3.894537 -0.06 0.01 -0.04
H 7.841730 -3.640446 -6.277856 -0.08 0.01 0.03
H 5.900286 -2.779393 -7.551546 0.00 -0.03 0.08
C 10.939501 0.798261 -7.307180 -0.07 -0.05 0.05
C 11.507988 0.206998 -6.183346 -0.06 -0.02 -0.02
C 10.749693 -0.643744 -5.385191 -0.05 0.04 -0.09
C 9.420610 -0.900093 -5.708681 0.08 0.05 -0.01
C 8.849489 -0.301675 -6.827206 0.06 0.00 -0.01
C 9.608768 0.546178 -7.627558 0.06 -0.04 0.07
H 11.532799 1.456255 -7.933014 -0.05 -0.04 0.05
H 12.543494 0.408827 -5.929666 -0.09 -0.02 -0.03
H 11.194210 -1.107317 -4.510810 -0.03 0.04 -0.07
H 8.829807 -1.565194 -5.088192 0.02 0.08 -0.04
H 7.811259 -0.496993 -7.076014 0.08 0.00 0.04
H 9.163965 1.010965 -8.501077 0.03 -0.04 0.07
C -8.198801 4.640669 3.317145 -0.03 0.04 -0.01
C -9.093151 4.544635 2.255523 -0.01 0.07 0.03
C -10.240655 5.331371 2.238253 0.05 0.02 0.08
C -10.496308 6.211698 3.285396 0.08 -0.07 -0.01
C -9.606614 6.301063 4.351535 0.02 -0.03 -0.05
C -8.457225 5.517089 4.367118 -0.05 0.00 -0.07
H -7.300561 4.031729 3.327317 -0.07 0.01 0.04
H -8.895149 3.856346 1.440246 -0.01 0.05 0.07
H -10.936104 5.258737 1.408762 0.05 0.00 0.07
H -11.389471 6.826943 3.270936 0.06 -0.05 0.01
H -9.808783 6.983108 5.171008 0.02 -0.06 -0.07
H -7.762382 5.588391 5.197368 -0.06 -0.03 -0.05
```
Positions in Å, forces in eV/Å.